# 1
A structure of composition C5H8OS2, computed with the ωB97M-V functional and the def2-TZVPD basis.

```
16
Properties=species:S:1:pos:R:3:nbo_charge:R:1
C -0.7137 -0.5378 -0.5705 -0.443
C -0.7924 0.9229 -0.4329 0.088
C 0.7594 1.0795 -0.6875 -0.428
C 0.7815 -0.1134 0.1149 -0.291
C 0.3107 0.4900 1.3269 -0.122
H -2.4672 -2.2229 -1.2553 0.146
H -0.3480 -0.8879 -1.5435 0.247
H -1.6740 1.2910 -1.2654 0.202
H 1.2252 2.0728 -0.3305 0.238
H 0.9804 0.8414 -1.7298 0.219
H 1.2371 -2.4083 0.8959 0.163
H 0.2207 -0.1239 2.3243 0.219
H 1.2704 1.1371 1.6104 0.186
O -0.8869 1.3096 0.9732 -0.511
S -1.8027 -1.4891 0.3826 0.049
S 1.8994 -1.3609 0.1873 0.038
```

* orbital gap: 7.6 eV
* multiplicity: 1
* HOMO: -8.51 eV
* lowest unoccupied orbital energy: -0.896 eV


# 2
A structure of composition C22H12F6N4O6RhS4, computed with the ωB97M-V functional and the def2-TZVPD basis.

```
55
Properties=species:S:1:pos:R:3:lowdin_spin:R:1
Rh 0.3176 1.2961 0.1807 2.596
F 0.3031 2.8244 5.1466 0.000
C 1.0242 1.7100 5.0307 0.004
F 2.2140 1.8868 5.6488 0.002
F 0.4376 0.7295 5.5798 0.001
S 1.3456 1.3060 3.1899 0.010
O 0.2081 1.8743 2.4083 0.066
O 1.4795 -0.1523 3.1621 0.003
N 2.6216 2.1735 2.8715 0.002
S 2.8459 2.9748 1.5649 0.010
O 4.2705 3.2984 1.5067 0.008
O 2.1598 2.4166 0.3791 0.070
C 1.9982 4.5772 1.7881 0.002
F 2.3122 5.3860 0.7023 0.000
F 0.6927 4.4364 1.9092 0.000
F 2.5577 5.0997 2.8521 0.001
S 3.4060 0.1379 -5.0660 0.000
C 3.6038 0.0483 -6.7592 0.000
C 2.4742 -0.4755 -7.3088 0.000
C 1.4646 -0.8493 -6.4465 0.000
C 1.7844 -0.5146 -5.1396 0.000
C 0.9316 -0.6685 -3.9714 0.003
C 1.1098 0.0902 -2.8214 0.011
N 0.4629 -0.1034 -1.6947 0.080
C -0.3676 -1.1441 -1.5828 0.006
C -0.6406 -1.9736 -2.6746 0.002
C -1.4065 -3.1850 -2.4906 0.000
C -2.0617 -3.4326 -1.3092 0.001
C -1.8975 -2.4489 -0.2390 0.002
C -2.6498 -2.5776 0.9641 0.005
C -2.4353 -1.6485 1.9281 0.003
C -1.6541 -0.4892 1.6521 0.018
N -1.0626 -0.3252 0.5320 0.084
C -1.1636 -1.3085 -0.4273 0.009
C -2.9707 -1.6958 3.3205 0.001
C -2.3591 -1.4035 4.5450 0.000
C -3.2296 -1.8402 5.6283 0.000
C -4.3976 -2.4209 5.1559 0.000
S -4.5313 -2.3477 3.4784 0.000
C 0.0306 -1.6867 -3.8518 -0.001
H 4.5395 0.0016 -7.2882 0.000
H 2.4184 -0.8124 -8.3487 0.000
H 0.5209 -1.2902 -6.8465 0.000
H 1.9195 0.8442 -2.8022 0.003
H -1.5110 -3.9526 -3.2408 0.000
H -2.6888 -4.3113 -1.3141 0.000
H -3.2896 -3.4733 1.1322 0.000
H -1.5233 0.3337 2.3987 0.002
H -1.4095 -0.9569 4.7174 0.000
H -3.0162 -1.6172 6.6245 0.000
H -5.2782 -2.8360 5.7026 0.000
H -0.2095 -2.3132 -4.6719 0.000
O 0.9039 3.5900 -2.5565 0.316
N 0.0173 3.8888 -1.8511 0.445
O -0.6222 3.3305 -0.9977 0.233
```

* orbital gap (spin up / spin down): 7.2 / 5.1 eV
* multiplicity: 5
* net charge: +1
* HOMO (spin up / spin down): -11.08 / -11.08 eV
* <S²>: 6.01
* lowest unoccupied orbital energy (spin up / spin down): -3.873 / -6.014 eV


# 3
The ion C3H3O4 with charge -1, computed with the ωB97M-V functional and the def2-TZVPD basis.

```
10
Properties=species:S:1:pos:R:3:nbo_charge:R:1
O -1.7683 -0.7802 -1.2131 -0.621
C -1.2449 -0.1912 -0.2972 0.654
O -1.4652 -0.7496 0.9591 -0.686
C -0.1448 0.7459 -0.3651 0.418
O -0.0362 1.8875 -0.5872 -0.540
C 1.3481 0.1133 0.1144 -0.004
O 1.8138 -1.0366 0.3261 -0.828
H -1.6934 -1.5802 0.6658 0.473
H 1.8385 0.7159 -0.7228 0.087
H 1.3523 0.8751 1.1201 0.047
```

* orbital gap: 7.0 eV
* multiplicity: 1
* net charge: -1
* HOMO: -3.14 eV
* SMILES: O=C(O)C(=O)C[O-]
* lowest unoccupied orbital energy: 3.869 eV


# 4
An isolated molecule of C20H26FNO4, computed with the ωB97M-V functional and the def2-TZVPD basis.

```
52
Properties=species:S:1:pos:R:3:nbo_charge:R:1
C 2.6221 0.5188 0.6405 -0.627
C 1.6737 1.5293 0.0000 0.006
O 0.5366 1.7568 0.8422 -0.526
C 0.6477 2.6531 1.8195 0.808
O 1.6391 3.2886 2.0583 -0.589
C -0.6408 2.7827 2.6143 -0.505
C -1.7499 1.8297 2.1654 -0.510
C -1.3139 0.3789 2.1665 0.623
O -1.4120 -0.3135 1.1752 -0.575
C -0.7394 -0.1611 3.4212 -0.204
C -1.0809 0.3162 4.6864 -0.152
C -0.5039 -0.2272 5.8177 -0.287
C 0.4245 -1.2451 5.6747 0.424
F 0.9937 -1.7643 6.7750 -0.314
C 0.7728 -1.7498 4.4333 -0.283
C 0.1769 -1.2085 3.3128 -0.125
C 1.2004 0.9923 -1.3633 0.667
O 1.8695 1.1886 -2.3579 -0.639
N 0.0649 0.2895 -1.3072 -0.628
C -0.5558 -0.3672 -2.4491 -0.037
C -0.9301 0.6571 -3.5240 -0.412
C -1.6232 -0.0255 -4.6971 -0.394
C -0.7175 -1.1004 -5.2870 -0.394
C -0.3444 -2.1211 -4.2176 -0.391
C 0.3589 -1.4544 -3.0348 -0.237
C 0.7260 -2.4874 -1.9724 -0.601
H 3.0104 0.9124 1.5774 0.228
H 2.0962 -0.4138 0.8350 0.205
H 3.4493 0.3290 -0.0374 0.236
H 2.1987 2.4788 -0.1552 0.228
H -0.3787 2.6291 3.6630 0.242
H -0.9776 3.8172 2.5146 0.250
H -2.6100 1.9395 2.8298 0.234
H -2.0679 2.0786 1.1514 0.243
H -1.8235 1.0906 4.7998 0.217
H -0.7626 0.1243 6.8039 0.236
H 1.4912 -2.5507 4.3607 0.237
H 0.4143 -1.5869 2.3301 0.235
H -0.4013 0.1837 -0.4156 0.438
H -1.4668 -0.8408 -2.0671 0.201
H -1.5826 1.4164 -3.0868 0.205
H -0.0187 1.1476 -3.8668 0.228
H -1.8716 0.7155 -5.4592 0.209
H -2.5561 -0.4821 -4.3562 0.189
H -1.2203 -1.5996 -6.1181 0.205
H 0.1907 -0.6336 -5.6731 0.198
H -1.2485 -2.6225 -3.8619 0.190
H 0.3118 -2.8821 -4.6451 0.208
H 1.2718 -0.9680 -3.3892 0.225
H 1.2834 -2.0232 -1.1627 0.206
H -0.1708 -2.9452 -1.5582 0.199
H 1.3441 -3.2704 -2.4058 0.209
```

* orbital gap: 9.2 eV
* multiplicity: 1
* HOMO: -9.29 eV
* SMILES: C[C@H](OC(=O)CCC(=O)c1ccc(F)cc1)C(=O)N[C@H]1CCCC[C@@H]1C
* lowest unoccupied orbital energy: -0.114 eV


no.,E_tot (a.u.)
1,-1066.70816
2,-3818.08055
3,-417.03931
4,-1233.35835